Record 1
Formula: C45H100F4N7NaO8S4
Source: the Open Molecules 2025 dataset
Level of theory: wB97M-V/def2-TZVPD

## Properties
total charge = +5
2S+1 = 2
highest occupied orbital energy (spin up / spin down) = -20.05 / -20.05 eV

```
169
C45H100F4N7NaO8S4 (wB97M-V/def2-TZVPD)
Na -0.06 1.38 3.77
C 3.34 -8.05 -1.40
C 3.50 -6.59 -1.98
C 2.10 -5.94 -2.11
N 2.12 -4.36 -2.17
C 0.63 -3.92 -2.10
C 0.37 -2.46 -2.50
C 0.97 -2.18 -3.92
C 2.50 -2.48 -3.84
C 2.76 -3.99 -3.55
C 3.00 -3.75 -1.08
H 4.32 -8.53 -1.40
H 2.83 -8.81 -2.00
H 3.03 -7.98 -0.36
H 4.05 -6.62 -2.92
H 4.21 -6.16 -1.28
H 1.63 -6.24 -1.17
H 1.43 -6.29 -2.90
H 0.05 -4.59 -2.74
H 0.24 -3.97 -1.09
H -0.69 -2.26 -2.63
H 0.77 -1.73 -1.80
H 0.50 -2.71 -4.75
H 0.90 -1.12 -4.16
H 2.99 -2.24 -4.78
H 2.98 -1.73 -3.22
H 2.21 -4.64 -4.24
H 3.81 -4.29 -3.54
H 4.06 -3.82 -1.31
H 2.69 -3.99 -0.06
H 2.94 -2.67 -1.22
C -4.83 -0.89 2.30
C -5.27 -1.25 0.91
C -5.61 -2.72 0.78
N -5.81 -3.19 -0.72
C -6.04 -4.74 -0.63
C -6.26 -5.32 -2.06
C -5.04 -5.05 -2.86
C -4.71 -3.54 -2.96
C -4.58 -2.92 -1.60
C -7.08 -2.48 -1.29
H -3.83 -1.19 2.61
H -5.55 -1.30 3.01
H -4.91 0.19 2.40
H -4.44 -0.91 0.29
H -6.10 -0.61 0.63
H -6.54 -2.91 1.32
H -4.77 -3.30 1.15
H -5.15 -5.16 -0.17
H -6.91 -4.96 -0.02
H -6.47 -6.38 -1.99
H -7.10 -4.83 -2.56
H -4.15 -5.53 -2.45
H -5.23 -5.43 -3.87
H -3.86 -3.33 -3.60
H -5.51 -2.99 -3.46
H -3.68 -3.25 -1.08
H -4.49 -1.85 -1.77
H -7.92 -2.67 -0.62
H -7.25 -2.81 -2.31
H -6.85 -1.42 -1.44
C 1.95 -4.24 3.97
C 2.44 -2.99 3.26
C 3.96 -2.68 3.59
N 4.56 -1.34 3.01
C 3.59 -0.14 3.38
C 4.27 1.21 3.21
C 5.63 1.34 3.91
C 6.56 0.23 3.46
C 6.03 -1.14 3.61
C 4.77 -1.41 1.52
H 1.94 -4.13 5.05
H 2.48 -5.12 3.61
H 0.93 -4.46 3.64
H 1.86 -2.14 3.61
H 2.44 -3.02 2.17
H 4.59 -3.53 3.35
H 4.15 -2.53 4.65
H 3.21 -0.33 4.38
H 2.70 -0.23 2.76
H 3.60 1.97 3.61
H 4.35 1.53 2.17
H 5.60 1.38 4.99
H 6.01 2.31 3.58
H 7.47 0.43 4.01
H 6.91 0.36 2.44
H 5.81 -1.27 4.67
H 6.61 -2.00 3.27
H 5.12 -2.40 1.23
H 5.31 -0.53 1.14
H 3.78 -1.54 1.08
C -0.88 1.20 -4.57
C -1.61 2.26 -3.67
C -2.48 1.60 -2.51
N -3.33 2.61 -1.62
C -2.49 3.59 -0.84
C -3.43 4.49 0.00
C -4.64 5.21 -0.73
C -5.42 4.22 -1.68
C -4.38 3.35 -2.47
C -4.16 1.68 -0.68
H 0.02 1.63 -5.00
H -1.61 0.86 -5.31
H -0.49 0.41 -3.93
H -2.27 2.92 -4.24
H -0.90 3.00 -3.30
H -2.10 0.89 -1.77
H -3.30 1.12 -3.03
H -1.88 4.10 -1.59
H -1.84 2.98 -0.23
H -2.79 5.19 0.53
H -3.92 3.80 0.69
H -4.14 6.07 -1.19
H -5.32 5.59 0.02
H -5.95 4.83 -2.41
H -6.17 3.59 -1.20
H -3.83 3.97 -3.17
H -4.89 2.51 -2.96
H -4.63 0.83 -1.16
H -4.92 2.25 -0.15
H -3.39 1.33 0.01
C 3.27 11.44 0.26
C 2.92 10.24 1.14
C 3.12 8.91 0.46
N 2.49 7.70 1.21
C 2.71 6.45 0.26
C 2.04 5.18 0.93
C 2.72 4.78 2.29
C 2.87 6.06 3.19
C 3.32 7.37 2.50
C 1.01 7.89 1.46
H 2.77 11.48 -0.71
H 4.33 11.63 0.05
H 3.00 12.39 0.71
H 1.93 10.40 1.55
H 3.50 10.32 2.06
H 4.16 8.59 0.32
H 2.60 8.88 -0.50
H 3.74 6.35 -0.06
H 2.17 6.78 -0.63
H 2.15 4.31 0.29
H 0.96 5.24 0.97
H 3.68 4.36 1.99
H 2.24 3.97 2.84
H 3.65 5.83 3.91
H 2.02 6.16 3.87
H 4.38 7.44 2.25
H 3.29 8.29 3.08
H 0.58 6.94 1.79
H 0.50 8.20 0.54
H 0.78 8.79 2.03
N 0.31 0.11 1.74
S -0.38 -1.05 1.19
O 0.36 -2.18 0.70
O -1.60 -0.70 0.49
F -1.06 -1.63 2.55
S 1.08 0.63 0.35
O 0.27 1.33 -0.59
O 2.21 -0.11 -0.19
F 1.76 1.93 1.11
N -2.05 -6.62 1.08
S -1.77 -7.15 -0.58
O -0.64 -8.10 -0.73
O -1.89 -6.15 -1.60
F -3.11 -8.13 -0.79
S -1.16 -5.50 1.12
O -1.75 -4.28 0.51
O 0.24 -5.70 1.16
F -1.42 -5.23 2.71
```

These are the Mulliken partial charges, in e, on atoms 1 to 8: 0.966, -1.378, -0.581, -0.093, 0.612, -0.183, 0.216, -0.523

---

Record 2
Formula: C45H100N7O6
Source: the Open Molecules 2025 dataset
Level of theory: wB97M-V/def2-TZVPD

## Properties
total charge = +3
highest occupied orbital energy = -13.70 eV

```
158
C45H100N7O6 (wB97M-V/def2-TZVPD)
C 25.92 14.50 15.24
C 25.49 14.10 13.84
C 23.99 14.47 13.68
C 23.25 13.28 14.35
N 21.77 13.52 14.55
C 21.50 14.57 15.58
C 21.46 13.90 16.91
C 20.78 12.55 16.65
C 21.08 12.22 15.13
C 21.15 13.88 13.23
H 25.35 13.94 16.03
H 25.82 15.57 15.42
H 26.98 14.32 15.43
H 25.71 13.03 13.60
H 26.01 14.74 13.09
H 23.77 14.54 12.63
H 23.80 15.37 14.23
H 23.64 13.03 15.34
H 23.37 12.39 13.77
H 20.51 14.92 15.35
H 22.18 15.40 15.40
H 20.79 14.38 17.60
H 22.41 13.86 17.37
H 19.68 12.59 16.71
H 21.24 11.73 17.24
H 20.19 11.97 14.51
H 21.85 11.47 15.00
H 21.48 13.10 12.57
H 21.48 14.89 12.87
H 20.07 13.88 13.20
C 15.26 16.65 9.80
C 14.27 17.81 9.85
C 12.92 17.26 9.57
C 11.82 18.38 9.77
N 10.36 17.96 9.90
C 10.12 17.34 11.22
C 8.82 16.63 10.99
C 8.88 16.02 9.54
C 9.95 16.87 8.88
C 9.42 19.14 9.73
H 15.05 15.98 8.96
H 15.29 16.09 10.73
H 16.32 16.96 9.63
H 14.63 18.52 9.11
H 14.36 18.27 10.84
H 12.67 16.43 10.23
H 12.89 16.91 8.51
H 11.78 19.03 8.92
H 12.02 18.94 10.68
H 10.16 18.07 12.04
H 10.93 16.62 11.42
H 7.91 17.20 11.21
H 8.76 15.78 11.64
H 7.88 16.05 9.12
H 9.20 14.94 9.55
H 9.60 17.44 8.04
H 10.84 16.30 8.57
H 9.69 19.52 8.74
H 9.62 19.84 10.54
H 8.41 18.85 9.71
C 22.61 23.57 13.75
C 21.31 22.78 13.77
C 21.07 21.87 12.58
C 19.78 21.17 12.76
N 19.71 19.95 11.83
C 20.67 18.88 12.26
C 20.74 17.88 11.07
C 20.30 18.71 9.88
C 20.22 20.13 10.41
C 18.31 19.44 11.93
H 22.71 24.11 12.80
H 23.48 22.94 13.96
H 22.58 24.31 14.54
H 20.45 23.47 13.86
H 21.25 22.20 14.71
H 21.92 21.21 12.45
H 20.89 22.44 11.64
H 18.91 21.80 12.68
H 19.64 20.76 13.77
H 20.28 18.48 13.18
H 21.64 19.30 12.45
H 19.98 17.11 11.38
H 21.72 17.42 11.00
H 19.37 18.34 9.52
H 20.96 18.64 9.04
H 19.64 20.78 9.76
H 21.20 20.62 10.58
H 18.36 18.40 11.53
H 17.53 20.02 11.34
H 18.10 19.40 12.98
C 18.93 8.90 13.50
C 18.30 10.31 13.33
C 16.79 10.23 13.16
C 16.20 11.66 13.08
N 14.81 11.70 12.50
C 14.73 11.31 10.99
C 13.90 12.40 10.35
C 13.30 13.17 11.52
C 14.34 13.13 12.55
C 13.89 10.80 13.26
H 18.36 8.29 14.20
H 19.96 9.01 13.92
H 19.04 8.38 12.53
H 18.74 10.83 12.46
H 18.56 10.95 14.18
H 16.27 9.65 13.92
H 16.73 9.72 12.18
H 16.76 12.33 12.46
H 16.15 12.11 14.07
H 14.29 10.33 10.98
H 15.74 11.16 10.65
H 13.08 12.00 9.76
H 14.56 13.06 9.75
H 12.38 12.62 11.80
H 12.90 14.14 11.32
H 14.10 13.41 13.57
H 15.21 13.77 12.34
H 12.90 10.71 12.85
H 13.87 11.17 14.30
H 14.27 9.79 13.19
C 11.74 13.41 16.78
C 11.68 14.73 17.50
C 13.04 15.31 17.88
C 13.92 14.30 18.61
N 15.33 14.78 18.82
C 16.20 13.80 19.72
C 16.25 14.50 21.09
C 16.38 15.94 20.66
C 15.34 16.10 19.56
C 16.08 14.94 17.49
H 12.57 13.48 16.05
H 10.80 13.13 16.26
H 11.96 12.56 17.41
H 11.11 14.64 18.41
H 11.27 15.44 16.80
H 12.88 16.21 18.49
H 13.60 15.55 16.94
H 14.09 13.35 18.12
H 13.45 13.99 19.55
H 17.16 13.69 19.22
H 15.69 12.84 19.67
H 17.14 14.25 21.68
H 15.36 14.34 21.70
H 17.39 16.10 20.19
H 16.15 16.68 21.43
H 15.45 16.94 18.90
H 14.39 16.13 20.01
H 15.61 15.67 16.83
H 16.37 13.99 17.09
H 17.01 15.47 17.82
N 18.03 15.09 13.71
O 18.11 16.25 14.09
O 17.84 14.86 12.49
O 18.19 14.11 14.49
N 13.06 16.09 13.68
O 14.08 15.64 14.26
O 12.08 16.53 14.31
O 13.04 16.22 12.39
```

These are the Mulliken partial charges, in e, on atoms 1 to 8: -1.126, -0.494, -0.373, -1.230, 0.817, -0.229, -1.106, -0.230

---

Record 3
Formula: C45H102N6O9
Source: the Open Molecules 2025 dataset
Level of theory: wB97M-V/def2-TZVPD

## Properties
highest occupied orbital energy = -5.83 eV

```
162
C45H102N6O9 (wB97M-V/def2-TZVPD)
C -5.19 -0.95 -15.33
C -5.14 -1.86 -16.65
C -3.86 -2.65 -16.61
C -3.90 -4.01 -15.96
C -5.13 -4.80 -16.31
C -6.51 -4.03 -16.25
N -6.30 -2.70 -16.88
O -7.41 -1.99 -17.12
C -7.47 -5.03 -17.05
C -6.83 -3.80 -14.77
C -5.01 -0.97 -17.91
H -5.15 -1.48 -14.38
H -6.13 -0.45 -15.13
H -4.37 -0.24 -15.37
H -3.43 -2.93 -17.58
H -3.12 -2.11 -16.02
H -3.79 -3.85 -14.89
H -2.99 -4.57 -16.17
H -5.20 -5.65 -15.62
H -5.11 -5.17 -17.33
H -7.45 -4.85 -18.12
H -7.12 -6.06 -16.94
H -8.48 -4.85 -16.67
H -7.37 -4.71 -14.51
H -6.08 -3.74 -13.99
H -7.55 -3.02 -14.54
H -4.72 -1.38 -18.87
H -4.18 -0.27 -17.89
H -5.86 -0.42 -18.33
H -7.41 -1.39 -16.37
C -6.86 0.19 -16.88
C -6.41 1.44 -16.09
C -5.02 1.26 -15.60
C -4.04 1.58 -16.64
C -4.24 2.96 -17.19
C -5.67 3.21 -17.87
N -6.68 2.72 -16.88
O -8.01 2.73 -17.37
C -5.91 4.69 -18.14
C -5.71 2.43 -19.20
C -7.43 1.54 -14.90
H -6.61 -0.74 -16.37
H -6.34 0.14 -17.84
H -7.92 0.09 -17.10
H -4.83 1.83 -14.69
H -4.83 0.20 -15.41
H -4.16 0.84 -17.43
H -2.98 1.58 -16.39
H -3.51 3.46 -17.83
H -4.29 3.50 -16.25
H -5.22 5.08 -18.89
H -6.98 4.79 -18.32
H -5.53 5.34 -17.35
H -6.39 1.59 -19.24
H -5.92 2.99 -20.11
H -4.77 1.94 -19.46
H -7.84 2.49 -14.55
H -7.13 1.04 -13.98
H -8.36 1.05 -15.20
H -8.31 3.57 -17.02
C -6.11 2.19 -10.23
C -4.70 2.54 -9.70
C -4.49 4.06 -9.61
C -4.91 4.89 -8.45
C -4.36 4.11 -7.24
C -4.85 2.58 -7.17
N -4.41 1.92 -8.33
O -4.45 0.57 -8.28
C -4.14 2.07 -5.79
C -6.39 2.60 -6.77
C -3.59 2.08 -10.67
H -6.60 2.88 -10.92
H -6.81 1.89 -9.45
H -6.14 1.39 -10.97
H -3.41 4.13 -9.73
H -4.91 4.62 -10.45
H -5.98 5.04 -8.36
H -4.65 5.93 -8.60
H -4.60 4.68 -6.34
H -3.27 4.15 -7.22
H -4.35 1.01 -5.68
H -3.06 2.07 -5.86
H -4.40 2.52 -4.83
H -6.83 1.61 -6.61
H -6.76 3.11 -5.88
H -6.84 3.07 -7.64
H -2.61 2.28 -10.23
H -3.60 2.50 -11.67
H -3.76 1.01 -10.71
H -3.53 0.30 -8.39
C -4.30 -1.97 -12.35
O -3.26 -1.69 -13.37
C -3.51 -0.49 -14.22
C -3.18 0.80 -13.46
N -3.64 1.82 -14.30
C -3.16 3.15 -14.23
C -3.85 3.88 -13.01
O -3.91 5.33 -13.21
C -4.63 6.12 -12.28
H -4.04 -2.50 -11.44
H -4.98 -2.60 -12.93
H -4.82 -1.04 -12.12
H -4.54 -0.59 -14.54
H -2.88 -0.79 -15.06
H -2.14 0.97 -13.16
H -3.74 1.04 -12.55
H -3.71 1.58 -15.28
H -3.72 3.68 -15.00
H -2.09 3.33 -14.29
H -3.23 3.81 -12.12
H -4.84 3.56 -12.69
H -4.92 7.09 -12.67
H -4.09 6.13 -11.33
H -5.56 5.66 -11.96
C -12.10 4.33 -17.89
O -11.89 4.92 -16.58
C -11.43 3.98 -15.54
C -10.18 3.09 -15.95
N -9.27 4.02 -16.48
C -8.60 4.85 -15.40
C -7.22 5.38 -15.84
O -6.47 5.75 -14.74
C -5.07 5.28 -14.84
H -12.30 5.10 -18.63
H -12.81 3.51 -17.93
H -11.16 3.90 -18.24
H -11.28 4.35 -14.53
H -12.18 3.19 -15.49
H -9.81 2.44 -15.16
H -10.40 2.29 -16.65
H -9.85 4.71 -16.93
H -9.26 5.67 -15.10
H -8.47 4.23 -14.52
H -6.68 4.63 -16.42
H -7.37 6.22 -16.52
H -4.52 5.73 -14.02
H -4.50 5.80 -15.61
H -4.76 4.24 -14.98
C -4.58 -6.40 -10.19
O -3.19 -6.15 -10.59
C -2.48 -5.55 -9.51
C -1.03 -5.03 -9.84
N -0.95 -4.01 -10.83
C -1.17 -4.61 -12.15
C -1.01 -3.55 -13.25
O -1.92 -2.43 -13.34
C -1.43 -1.65 -14.49
H -4.78 -7.29 -10.77
H -5.21 -5.60 -10.57
H -4.60 -6.77 -9.16
H -2.50 -6.21 -8.65
H -3.18 -4.76 -9.23
H -0.39 -5.87 -10.13
H -0.67 -4.65 -8.88
H -1.78 -3.43 -10.91
H -2.21 -4.93 -12.21
H -0.64 -5.54 -12.29
H -1.00 -4.11 -14.19
H -0.07 -3.04 -13.02
H -1.11 -2.36 -15.25
H -0.67 -0.97 -14.12
H -2.19 -1.02 -14.96
```

These are the Mulliken partial charges, in e, on atoms 1 to 8: 1.397, 1.933, -0.518, 0.046, -1.807, 1.723, 0.462, -0.533

---

Question: What is the formula in the third record?
Answer: C45H102N6O9